No. 1
ORCA calculation (wB97M-V/def2-TZVPD) on an isolated ion of composition C13H15FNO5 and charge +1.

```
35
C13H15FNO5 wB97M-V/def2-TZVPD
C 4.40 0.32 -0.06
C 3.32 0.14 -1.08
O 3.05 -0.90 -1.57
O 2.64 1.31 -1.47
C 1.50 1.64 -0.83
O 0.72 2.38 -1.35
C 1.21 1.13 0.58
C -0.28 1.05 0.75
N -0.82 1.83 1.71
C -2.13 1.89 1.96
C -3.00 1.14 1.20
C -2.49 0.31 0.21
C -3.51 -0.45 -0.60
O -3.69 -1.61 -0.52
O -4.18 0.36 -1.45
C -1.11 0.22 -0.02
C -0.57 -0.72 -1.07
C -0.70 -2.19 -0.59
C 0.61 -2.74 -0.02
F 0.45 -2.99 1.34
H 4.09 -0.17 0.86
H 4.55 1.38 0.15
H 5.31 -0.12 -0.44
H 1.69 0.19 0.84
H 1.58 1.91 1.24
H -0.20 2.41 2.26
H -2.47 2.53 2.76
H -4.06 1.19 1.36
H -5.07 0.54 -1.13
H 0.48 -0.57 -1.26
H -1.10 -0.54 -2.00
H -1.07 -2.83 -1.38
H -1.41 -2.27 0.22
H 1.43 -2.05 -0.13
H 0.84 -3.69 -0.49
```

## Properties
energy	-28162.8175	eV
gap between HOMO and LUMO	9.54	eV
LUMO	-4.62	eV
net charge	+1

No. 2
ORCA calculation (wB97M-V/def2-TZVPD) on a 3-piece molecular cluster, C3H5NO2 overall.

```
11
C3H5NO2 wB97M-V/def2-TZVPD
N -0.38 -2.64 1.17
C -0.29 -1.61 0.61
O 0.70 -0.78 -1.48
C 0.68 0.42 -1.56
C -0.38 1.52 0.68
O -0.67 0.66 1.47
H -0.53 -3.46 1.71
H -0.19 0.96 -1.99
H 1.52 1.04 -1.21
H 0.62 1.99 0.68
H -1.10 1.89 -0.07
```

## Properties
energy	-8773.1708	eV
gap between HOMO and LUMO	10.33	eV
LUMO	0.44	eV
relative energy (zero: lowest compared OMol25 entry of this formula, charge and spin)	436.5	kJ/mol

No. 3
ORCA calculation (wB97M-V/def2-TZVPD) on a 2-piece molecular cluster, FHN2O2S overall.

```
7
FHN2O2S wB97M-V/def2-TZVPD
N -0.62 -0.46 -2.18
N 0.03 0.65 -2.01
O 1.10 0.85 -2.54
O -0.64 1.54 -1.47
F 0.14 -1.38 -2.82
S 0.37 -1.25 0.37
H 1.12 -1.60 -0.59
```

## Properties
energy	-20634.3823	eV
gap between HOMO and LUMO (alpha / beta)	5.89 / 5.82	eV
LUMO (alpha / beta)	-4.80 / -4.83	eV
relative energy (zero: lowest compared OMol25 entry of this formula, charge and spin)	636.2	kJ/mol

No. 4
ORCA calculation (wB97M-V/def2-TZVPD) on C53H112F10N12O25S10 as an isolated structure.

```
222
C53H112F10N12O25S10 wB97M-V/def2-TZVPD
C 7.17 -1.00 -5.19
N 6.30 0.22 -5.12
C 5.02 0.04 -4.69
C 4.21 1.17 -4.54
C 4.78 2.38 -4.79
C 6.07 2.55 -5.27
C 6.83 1.42 -5.37
C 3.98 3.52 -4.36
C 2.61 3.61 -4.60
C 1.94 4.66 -4.03
N 2.55 5.50 -3.18
C 3.86 5.47 -2.93
C 4.59 4.40 -3.49
C 1.78 6.52 -2.40
H 8.14 -0.57 -5.34
H 6.91 -1.54 -6.04
H 7.20 -1.50 -4.22
H 4.88 -0.95 -4.30
H 3.19 0.96 -4.14
H 6.47 3.49 -5.46
H 7.86 1.40 -5.69
H 2.18 3.02 -5.38
H 0.84 4.79 -4.11
H 4.32 6.29 -2.42
H 5.61 4.24 -3.17
H 1.80 7.52 -2.83
H 2.34 6.73 -1.47
H 0.75 6.13 -2.25
C -2.79 1.02 0.12
C -1.33 0.77 0.48
C -0.96 -0.68 0.09
C 0.58 -0.94 0.23
C 1.28 -0.08 -0.80
C 0.98 1.39 -0.53
N -0.52 1.67 -0.36
O -0.95 2.50 -0.97
C 1.36 2.15 -1.77
C 1.89 1.97 0.58
C -1.00 1.08 1.93
H -3.16 2.05 0.21
H -3.45 0.34 0.64
H -2.82 0.82 -0.90
H -1.19 -0.92 -0.93
H -1.44 -1.30 0.84
H 0.75 -2.03 0.15
H 0.98 -0.61 1.24
H 0.90 -0.38 -1.82
H 2.35 -0.11 -0.74
H 1.30 3.24 -1.57
H 0.87 1.72 -2.66
H 2.42 1.96 -1.87
H 1.77 1.53 1.61
H 1.85 3.07 0.54
H 2.83 1.64 0.23
H -1.68 0.47 2.50
H -1.23 2.11 2.10
H 0.00 0.88 2.34
C 3.91 -7.42 1.61
C 2.51 -7.22 1.08
N 1.62 -8.34 0.89
C 2.25 -9.40 -0.02
C 1.24 -8.75 2.28
C 0.52 -10.08 2.32
C 0.29 -7.88 0.23
C 0.29 -6.84 -0.86
O 1.15 -7.11 -1.98
C 1.29 -5.91 -2.75
H 3.80 -8.12 2.55
H 4.39 -6.56 1.95
H 4.45 -7.90 0.78
H 2.66 -6.74 0.10
H 1.99 -6.44 1.68
H 3.05 -9.75 0.59
H 2.49 -8.74 -0.86
H 1.53 -10.14 -0.39
H 0.76 -7.93 2.74
H 2.14 -8.96 2.86
H 0.55 -10.46 3.29
H 1.01 -10.91 1.86
H -0.45 -10.10 1.95
H -0.41 -7.63 1.04
H -0.13 -8.74 -0.24
H 0.50 -5.84 -0.45
H -0.77 -6.91 -1.24
H 1.79 -5.08 -2.19
H 0.34 -5.50 -3.08
H 1.98 -6.01 -3.65
C -7.15 5.40 -0.60
C -6.16 6.49 -0.13
N -4.70 6.09 0.11
C -4.27 5.32 -1.12
C -3.90 7.38 0.29
C -3.75 8.09 -1.05
C -4.51 5.14 1.29
C -4.94 5.68 2.65
O -6.36 5.62 2.66
C -7.05 5.01 3.77
H -6.92 4.48 -0.09
H -7.03 5.31 -1.68
H -8.14 5.65 -0.36
H -6.48 7.03 0.77
H -6.06 7.32 -0.88
H -4.36 5.95 -2.04
H -4.90 4.45 -1.21
H -3.22 4.97 -0.88
H -2.94 7.12 0.73
H -4.60 7.96 0.92
H -3.39 9.12 -1.08
H -4.70 8.10 -1.64
H -3.03 7.48 -1.66
H -3.44 4.86 1.25
H -5.15 4.28 1.13
H -4.67 6.74 2.77
H -4.51 5.11 3.51
H -7.05 5.63 4.70
H -6.67 4.01 4.11
H -8.07 4.80 3.45
C 4.55 1.16 7.63
C 3.11 0.72 7.09
N 3.07 -0.29 5.99
C 3.57 -1.54 6.47
C 1.61 -0.41 5.59
C 0.62 -0.75 6.59
C 4.00 0.04 4.76
C 3.65 1.35 3.98
O 4.15 2.42 4.67
C 3.85 3.69 4.17
H 4.44 1.57 8.65
H 4.94 1.94 6.95
H 5.27 0.31 7.74
H 2.56 1.60 6.86
H 2.63 0.28 8.00
H 2.82 -2.06 7.09
H 4.45 -1.35 7.09
H 3.80 -2.19 5.69
H 1.69 -1.26 4.85
H 1.26 0.48 5.04
H -0.32 -0.90 6.04
H 0.39 -0.02 7.41
H 0.80 -1.73 7.10
H 3.91 -0.85 4.14
H 5.00 0.16 5.17
H 2.55 1.49 3.86
H 4.11 1.28 3.00
H 2.75 3.77 4.09
H 4.25 3.89 3.16
H 4.09 4.44 4.92
C -4.15 -0.14 -3.92
C -3.57 -1.31 -3.19
N -4.01 -2.70 -3.67
C -5.43 -2.80 -3.38
C -3.86 -2.76 -5.18
C -4.68 -3.84 -5.88
C -3.22 -3.76 -3.06
C -3.62 -4.22 -1.68
O -3.88 -3.14 -0.87
C -3.87 -3.38 0.51
H -4.17 0.67 -3.21
H -5.22 -0.19 -4.15
H -3.68 0.16 -4.86
H -3.98 -1.13 -2.17
H -2.51 -1.37 -3.15
H -5.80 -3.73 -3.74
H -5.97 -1.99 -3.87
H -5.65 -2.73 -2.33
H -2.88 -3.01 -5.31
H -4.16 -1.80 -5.55
H -5.71 -3.61 -5.97
H -4.56 -4.81 -5.30
H -4.29 -3.98 -6.92
H -2.20 -3.26 -2.98
H -3.08 -4.62 -3.70
H -2.78 -4.80 -1.24
H -4.46 -4.97 -1.68
H -4.34 -2.55 1.02
H -2.90 -3.55 0.99
H -4.44 -4.22 0.82
N -6.19 -0.05 1.16
S -6.16 0.90 2.40
O -7.42 1.21 2.99
O -5.29 2.05 2.10
F -5.33 0.14 3.45
S -6.39 0.38 -0.37
O -6.41 -0.80 -1.19
O -5.57 1.46 -0.85
F -7.88 0.84 -0.34
N 0.29 4.18 2.51
S -0.59 3.94 3.90
O -0.55 5.04 4.75
O -0.30 2.79 4.56
F -2.12 3.78 3.50
S -0.20 5.38 1.65
O -1.42 6.02 2.03
O 0.14 4.97 0.30
F 0.96 6.40 2.08
N 1.43 -4.14 1.60
S 2.61 -3.09 1.99
O 2.38 -2.36 3.25
O 3.11 -2.47 0.80
F 3.76 -4.13 2.30
S 0.29 -4.69 2.50
O 0.75 -5.00 3.80
O -0.48 -5.63 1.77
F -0.56 -3.40 2.63
N 6.55 2.16 -1.86
S 5.55 1.65 -0.74
O 6.04 1.70 0.57
O 4.75 0.53 -1.26
F 4.57 2.92 -0.88
S 7.89 1.55 -2.37
O 8.48 2.45 -3.33
O 7.86 0.16 -2.67
F 8.90 1.52 -1.08
N -0.16 -1.35 -3.93
S -0.08 0.10 -4.51
O 1.21 0.68 -4.73
O -0.92 0.96 -3.79
F -0.72 -0.10 -5.90
S 0.93 -2.49 -3.68
O 0.76 -3.16 -2.42
O 2.26 -2.10 -3.99
F 0.49 -3.61 -4.83
```

## Properties
energy	-261349.7852	eV
gap between HOMO and LUMO	6.94	eV
LUMO	-5.36	eV
net charge	+2

No. 5
ORCA calculation (wB97M-V/def2-TZVPD) on an isolated ion of composition C9H18ClNO2PS and charge +1.

```
33
C9H18ClNO2PS wB97M-V/def2-TZVPD
C 1.73 -3.05 0.21
O 1.52 -1.96 -0.69
C 0.22 -1.89 -1.20
C -0.34 -0.46 -1.08
N -1.76 -0.47 -0.66
C -2.19 0.54 0.04
P -4.07 0.65 0.29
C -4.14 1.82 1.70
O -4.43 1.57 -1.00
S -0.96 1.61 0.51
C 0.37 0.45 -0.08
C 1.55 1.25 -0.65
C 2.95 0.71 -0.33
C 3.18 0.35 1.13
Cl 4.11 1.99 -0.85
H 2.80 -3.10 0.42
H 1.18 -2.90 1.14
H 1.42 -3.99 -0.24
H -0.45 -2.59 -0.69
H 0.24 -2.16 -2.26
H -0.34 0.03 -2.06
H -2.41 -1.17 -0.99
H -3.22 2.36 1.90
H -4.41 1.25 2.60
H -4.95 2.53 1.52
H -4.14 2.50 -1.00
H 0.65 -0.11 0.81
H 1.53 2.27 -0.29
H 1.42 1.30 -1.73
H 3.19 -0.13 -0.98
H 2.93 -0.69 1.32
H 4.22 0.50 1.40
H 2.58 0.98 1.80
```

## Properties
energy	-47850.2242	eV
gap between HOMO and LUMO	8.93	eV
LUMO	-4.32	eV
net charge	+1